1.
11 unconnected molecules or ions with the total composition C44H66O33. Source: OMol25; level of theory: the ωB97M-V functional and the def2-TZVPD basis.

```
143
Properties=species:S:1:pos:R:3:forces:R:3
C -6.4572 -1.1831 -3.8651 -0.8 0.3 -0.6
C -6.6681 0.2509 -3.4731 -0.5 0.7 0.6
C -8.0418 0.5421 -2.8386 0.2 0.4 0.1
O -7.7332 1.4661 -1.7827 0.0 -0.4 0.0
C -6.4061 1.4576 -1.5466 0.4 1.1 -0.2
O -5.8542 2.1468 -0.7473 -0.2 -0.5 0.1
O -5.7509 0.6767 -2.4389 -0.2 -0.5 0.0
H -6.5289 -1.8128 -2.9818 0.6 -0.1 -0.1
H -5.5772 -1.3127 -4.4879 0.3 -0.3 0.4
H -7.3108 -1.4802 -4.4865 0.1 0.1 -0.1
H -6.5641 1.0078 -4.2534 0.3 -0.5 -0.4
H -8.5553 -0.3219 -2.4161 0.1 -0.1 -0.1
H -8.6788 1.0656 -3.5468 -0.2 -0.2 0.0
C 0.9407 -2.8422 -1.4768 -0.1 1.5 -0.7
C 1.5453 -3.2500 -0.1647 0.3 -0.9 -0.8
C 1.0759 -4.5620 0.4969 0.1 1.4 0.4
O 2.2926 -5.1438 0.9594 0.0 -0.5 0.4
C 3.3477 -4.5895 0.3428 -0.3 0.6 -1.4
O 4.4757 -4.9514 0.3897 0.2 -0.2 0.6
O 2.9330 -3.5670 -0.4548 0.1 0.1 0.6
H -0.1300 -2.6288 -1.5224 -0.1 -0.5 0.5
H 1.2215 -3.4286 -2.3500 0.0 -0.5 0.4
H 1.3552 -1.8533 -1.7059 0.1 -0.1 0.0
H 1.5402 -2.4163 0.5416 -0.1 -0.1 0.1
H 0.5369 -5.2439 -0.1531 0.0 -0.1 -0.1
H 0.5010 -4.2515 1.3690 -0.3 -0.6 0.0
C 4.1481 4.0705 4.0801 0.0 0.5 -0.6
C 4.8415 3.3436 2.9541 0.6 -0.2 0.0
C 3.9549 2.5386 2.0018 -0.2 1.4 1.1
O 4.6164 2.6905 0.7479 0.2 -0.5 -0.2
C 5.4664 3.7467 0.8069 -0.3 0.0 0.4
O 6.0803 4.1344 -0.1399 0.2 0.1 0.1
O 5.4888 4.2699 2.0372 -0.1 0.1 -0.2
H 4.7829 4.8973 4.3997 0.1 -0.2 0.2
H 3.9480 3.3983 4.9098 -0.1 0.0 0.0
H 3.2252 4.5297 3.7207 -0.1 -0.2 0.1
H 5.6811 2.7533 3.3396 -0.2 -0.2 0.1
H 3.0008 3.0671 1.9355 -0.2 -0.4 -0.1
H 3.8240 1.5298 2.3778 0.1 -0.3 -0.7
C 3.8821 -1.9587 2.7484 -0.1 -0.4 -0.7
C 3.0531 -2.9572 3.5081 0.0 -0.4 0.7
C 3.7558 -4.2160 4.0489 1.0 0.3 -1.2
O 3.2750 -4.3948 5.3736 -0.3 0.2 -0.6
C 2.6337 -3.2567 5.7390 0.4 -0.1 0.9
O 2.2126 -3.0572 6.8320 -0.2 -0.1 0.0
O 2.6095 -2.3568 4.7484 -0.3 0.1 -0.7
H 4.1463 -2.3649 1.7650 0.1 -0.2 0.2
H 4.8075 -1.7347 3.2744 -0.1 0.3 0.1
H 3.2760 -1.0827 2.5101 0.2 0.2 0.3
H 2.1826 -3.2703 2.9246 -0.2 0.2 0.1
H 4.8408 -4.0604 4.0333 -0.1 0.0 0.4
H 3.5940 -5.0667 3.3887 -0.4 -0.2 0.4
C -2.7280 3.5475 2.0708 0.2 -1.3 -1.1
C -1.7948 2.9108 3.0662 0.1 1.4 0.9
C -0.2893 3.0614 2.8360 0.1 -0.7 0.1
O 0.2230 3.4714 4.1088 0.1 0.2 -0.1
C -0.7906 3.9638 4.8664 -0.1 -0.2 -0.3
O -0.6258 4.5640 5.8777 0.0 0.1 0.2
O -1.9724 3.6924 4.2992 0.1 -0.3 0.0
H -2.4906 3.1301 1.0817 0.1 0.2 0.0
H -2.6181 4.6259 2.0162 0.0 0.1 0.2
H -3.7500 3.2121 2.2275 -0.1 0.4 0.3
H -2.0035 1.8805 3.3249 -0.4 0.0 -0.2
H 0.0157 3.7580 2.0541 -0.2 0.1 0.1
H 0.1384 2.0798 2.6396 0.1 0.1 -0.2
C 2.0824 3.7691 -3.9223 -0.3 0.5 1.1
C 2.7250 3.4188 -2.5705 0.5 -0.3 -1.7
C 3.7968 4.4165 -2.1321 -0.7 0.5 1.0
O 3.1178 5.1176 -1.0455 0.3 -0.1 -0.1
C 2.0679 4.4085 -0.6366 -0.2 -0.2 -0.1
O 1.4485 4.5957 0.3609 -0.1 0.1 0.1
O 1.7627 3.4173 -1.5267 0.4 0.2 0.3
H 1.3641 4.5716 -3.7258 0.0 0.0 -0.2
H 1.5387 2.9199 -4.3278 0.1 0.0 -0.2
H 2.8390 4.1555 -4.6007 0.0 -0.3 -0.2
H 3.1516 2.4228 -2.7006 -0.1 -0.1 0.5
H 4.0376 5.1772 -2.8684 0.1 -0.1 -0.2
H 4.6866 3.9916 -1.6704 0.0 -0.1 -0.4
C -6.9651 -2.0566 -0.2893 -0.4 -0.7 -0.2
C -5.8284 -1.7229 0.6206 0.4 0.3 -0.4
C -4.4987 -1.5036 -0.0815 -0.1 0.2 0.4
O -3.8149 -0.6935 0.9044 0.1 -0.5 0.2
C -4.7576 -0.0227 1.6181 -0.4 0.7 -0.7
O -4.5426 0.9136 2.3107 0.2 -0.3 0.4
O -6.0034 -0.4847 1.3196 0.3 -0.2 0.2
H -7.1519 -1.3242 -1.0726 0.1 0.3 0.4
H -7.8801 -2.2790 0.2587 0.0 0.3 0.0
H -6.7248 -2.9836 -0.8236 0.1 0.0 0.1
H -5.6529 -2.4988 1.3725 -0.3 -0.1 0.0
H -4.4990 -0.8920 -0.9844 -0.4 -0.3 -0.2
H -4.0413 -2.4750 -0.2545 0.6 0.3 0.0
C -0.6643 -0.8207 3.2187 -0.9 -0.9 -0.1
C -1.1934 -0.7596 4.6307 0.4 -0.9 0.3
C -0.3361 -1.3140 5.7665 -0.3 -0.2 -0.5
O -0.8330 -0.5857 6.8897 0.1 0.2 -0.1
C -1.4295 0.5553 6.4487 0.2 -0.3 0.2
O -1.8529 1.4116 7.1452 0.0 0.1 0.0
O -1.4702 0.5565 5.0933 -0.2 0.1 -0.3
H -1.5175 -0.5796 2.5775 0.4 0.8 -0.3
H -0.5697 -1.8884 2.9679 0.4 0.0 0.3
H 0.2694 -0.3198 2.9842 -0.1 0.3 0.1
H -2.1033 -1.3751 4.6423 -0.3 0.5 0.0
H 0.7306 -1.1786 5.6085 0.0 0.2 0.3
H -0.5557 -2.3694 5.9134 0.2 0.0 0.2
C 4.6542 0.0504 -0.8434 -0.2 -0.3 0.2
C 4.6386 0.1769 -2.3456 0.7 -0.3 0.1
C 5.6595 -0.6847 -3.1128 -0.1 0.2 0.0
O 4.8532 -1.5050 -3.9760 0.1 0.1 0.0
C 3.5581 -1.3181 -3.6952 -0.3 0.0 0.6
O 2.6447 -1.9667 -4.1086 0.1 -0.1 -0.6
O 3.3782 -0.3220 -2.8108 0.1 0.2 -0.3
H 3.9226 0.7464 -0.4440 0.0 -0.1 0.2
H 5.6144 0.2285 -0.3593 0.1 0.3 -0.4
H 4.3835 -0.9736 -0.5672 -0.2 0.0 -0.1
H 4.7610 1.2060 -2.6843 -0.2 0.1 0.2
H 6.2746 -1.3316 -2.4904 -0.1 0.0 0.1
H 6.3101 -0.0367 -3.6977 0.0 -0.3 -0.2
C -2.3259 1.4551 -1.4177 0.3 0.5 -0.3
C -1.0943 0.6796 -1.0316 -1.3 -1.6 -0.7
C 0.0659 0.7488 -1.9901 -0.3 0.8 1.0
O 1.1354 0.4462 -1.0930 0.8 0.0 -0.2
C 0.8066 0.8144 0.1627 -1.0 -0.7 -1.1
O 1.5980 0.7944 1.0464 0.1 0.3 0.8
O -0.5325 1.0508 0.2315 1.0 0.5 0.3
H -2.5947 1.3418 -2.4728 0.4 -0.3 -0.1
H -2.0828 2.5156 -1.3065 -0.5 0.0 0.3
H -3.2147 1.1166 -0.8925 0.1 0.5 0.4
H -1.3833 -0.3781 -0.9279 0.1 0.1 0.0
H 0.1925 1.7891 -2.2978 0.1 -0.2 -0.5
H -0.0106 0.0236 -2.7903 0.2 0.0 -0.1
C -1.6979 -2.8217 -7.2783 0.6 -0.5 0.2
C -1.3948 -3.2529 -5.8642 0.2 0.4 0.7
C -0.3336 -2.3721 -5.1432 -1.1 0.1 -1.5
O -0.9979 -1.9813 -3.9444 0.8 -0.3 0.7
C -2.2401 -2.4885 -3.8751 0.1 -0.1 -0.4
O -2.9467 -2.3909 -2.9213 -0.2 0.1 0.1
O -2.5659 -3.0893 -5.0296 -0.2 0.1 0.1
H -2.3974 -3.5402 -7.6998 -0.2 0.4 -0.3
H -0.7854 -2.8355 -7.8798 0.0 -0.2 0.1
H -2.0187 -1.7817 -7.2889 -0.5 -0.1 0.0
H -1.1617 -4.3098 -5.7329 0.2 0.0 -0.5
H -0.1652 -1.4566 -5.7119 0.1 0.0 0.0
H 0.6098 -2.9038 -5.0757 0.0 0.1 0.9
```
Forces are in eV/Å.

Computed properties:
Kohn-Sham gap ... 9.5 eV
Maximum force ... 2.16 eV/A
Spin multiplicity ... 1
SMILES ... C[C@H]1COC(=O)O1.C[C@H]1COC(=O)O1.C[C@H]1COC(=O)O1.C[C@H]1COC(=O)O1.C[C@H]1COC(=O)O1.C[C@H]1COC(=O)O1.C[C@H]1COC(=O)O1.C[C@H]1COC(=O)O1.C[C@H]1COC(=O)O1.C[C@H]1COC(=O)O1.C[C@H]1COC(=O)O1
ΔE to the lowest compared entry with this formula, charge and spin ... 27.7 kcal per mole


2.
11 unconnected molecules or ions with the total composition C44H67N7O8S4. Source: OMol25; level of theory: the ωB97M-V functional and the def2-TZVPD basis.

```
130
Properties=species:S:1:pos:R:3:forces:R:3
O -2.1637 -5.9153 0.4253 0.3 0.6 -0.6
S -1.9948 -5.4654 -0.9501 -0.8 -0.1 -1.1
O -3.2172 -5.3190 -1.7706 1.8 0.0 1.1
C -0.9219 -3.9563 -1.0681 -0.2 -0.6 -0.3
C 0.4982 -4.5243 -1.3280 -0.9 0.5 0.3
C 0.3298 -5.6640 -2.3543 0.2 -0.2 0.8
C -0.7748 -6.5586 -1.7714 0.1 -0.3 0.3
H -1.1508 -3.3283 -0.2070 0.4 -0.2 0.2
H -1.2276 -3.3939 -1.9503 -0.3 -0.2 -0.1
H 1.1735 -3.7388 -1.6671 -0.1 0.0 -0.1
H 0.9077 -4.9190 -0.3982 0.1 -0.1 0.0
H 1.2771 -6.2019 -2.3174 -0.1 -0.2 -0.5
H 0.1409 -5.3287 -3.3741 -0.1 0.1 0.1
H -0.3362 -7.1682 -0.9814 0.0 0.3 0.4
H -1.2601 -7.3099 -2.3943 -0.2 0.6 -0.4
O 3.3633 3.8591 0.7079 -1.0 1.3 1.7
S 2.2477 4.1321 1.6471 -1.7 -3.7 -0.6
O 1.3858 5.2935 1.6097 1.1 0.3 0.0
C 1.0548 2.6493 1.4289 1.5 -0.1 1.4
C 0.4630 2.3466 2.8950 0.4 2.5 -3.5
C 1.6528 2.5459 3.8558 -0.9 0.1 0.1
C 2.6543 3.6899 3.4171 0.1 -0.8 -0.8
H 1.6431 1.7664 1.1789 0.5 0.2 -0.3
H 0.4673 2.8848 0.5415 -0.5 0.2 0.5
H -0.2593 3.1608 2.9527 -0.3 -0.2 0.9
H -0.0862 1.4078 2.8230 0.4 -0.1 0.6
H 2.1113 1.5649 3.9802 0.6 0.3 -0.1
H 1.1699 2.7697 4.8071 0.5 0.2 0.3
H 3.6759 3.3152 3.3537 -0.1 -0.1 0.0
H 2.6994 4.5837 4.0394 -0.5 0.0 -0.1
O -2.8060 -1.3663 1.1006 -2.2 0.1 0.9
S -4.2907 -1.3963 1.2839 -0.3 0.4 -1.6
O -5.1016 -0.3285 0.6604 1.3 -0.9 1.0
C -4.9713 -2.9453 0.6189 0.6 0.0 0.3
C -5.6901 -3.6224 1.7960 0.0 -1.6 -0.7
C -6.1036 -2.6163 2.8235 -0.7 0.4 0.0
C -4.9237 -1.6822 3.0248 1.1 0.8 -1.5
H -4.1425 -3.5224 0.2088 -0.1 -0.1 0.1
H -5.6013 -2.6230 -0.2102 -0.2 -0.1 0.2
H -6.5849 -4.1418 1.4532 0.0 0.1 -0.3
H -5.1203 -4.4338 2.2489 0.6 0.2 -0.2
H -6.4704 -3.0938 3.7321 0.5 0.0 0.2
H -7.0171 -2.2247 2.3760 0.2 1.2 0.3
H -4.0454 -2.1742 3.4428 -0.2 -0.1 0.6
H -5.0171 -0.6521 3.3688 -0.4 -0.2 0.4
O 1.0751 -4.3998 6.0630 0.9 1.8 -0.6
S 1.3479 -3.2051 5.2501 -0.5 0.0 -0.4
O 2.6367 -2.9957 4.5732 -1.3 -0.4 1.0
C 0.0066 -3.1872 4.0255 -0.7 0.0 -0.4
C -1.0219 -2.0758 4.3437 1.8 1.2 1.2
C -0.1411 -0.9072 5.0680 0.9 -1.2 -0.8
C 0.8201 -1.6108 6.0530 -1.6 -1.5 0.5
H -0.4171 -4.1904 4.0724 0.0 0.1 0.1
H 0.3612 -3.0426 3.0050 0.5 0.0 0.2
H -1.4219 -1.6622 3.4180 -0.3 -0.1 0.1
H -1.8029 -2.4343 5.0142 0.0 0.1 -0.1
H -0.6670 -0.1639 5.6671 -0.4 0.0 -0.5
H 0.4639 -0.4461 4.2873 -0.3 0.4 -0.1
H 0.0746 -1.9277 6.7824 0.3 -0.7 0.5
H 1.5667 -1.1238 6.6803 0.4 0.3 -0.9
C 1.0535 4.3491 -3.5557 1.9 -0.3 0.8
C 1.4028 5.7152 -3.5972 -0.2 0.9 0.5
C 2.2317 6.0346 -2.4991 -0.6 -0.5 -2.0
N 2.5172 4.8468 -1.9308 0.0 -0.3 0.4
C 1.8587 3.8111 -2.5347 -0.3 0.4 0.0
H 0.4503 3.8485 -4.2986 0.1 -0.2 0.2
H 1.0736 6.3232 -4.4269 -0.1 0.5 0.4
H 2.7269 6.9283 -2.1491 -0.2 0.0 -0.2
H 3.1316 4.7520 -1.1348 -0.2 -0.3 0.0
H 2.1000 2.8317 -2.1486 -0.4 -0.1 -0.2
C 1.5600 -0.5597 -0.6135 1.8 0.0 -0.6
C 1.5163 0.2628 -1.7781 -1.8 0.9 -0.6
C 0.2088 0.7528 -1.9011 0.8 -1.4 3.0
N -0.4521 0.2601 -0.7390 -0.6 0.3 -1.3
C 0.3560 -0.5854 -0.0030 -0.5 0.8 -0.7
H 2.4508 -1.0300 -0.2239 0.0 -0.1 -0.1
H 2.2637 0.6022 -2.4799 0.4 -0.5 0.3
H -0.2630 1.4942 -2.5288 0.1 -0.1 0.0
H -1.4404 0.4210 -0.6068 0.1 -0.3 0.3
H 0.0901 -1.1732 0.8632 -0.5 0.4 -0.1
C 5.2556 -1.9359 0.6910 -0.5 -0.9 -0.3
C 6.3807 -1.7116 1.4572 2.1 1.0 1.8
C 6.1104 -1.9145 2.8195 0.1 0.3 -1.7
N 4.8086 -2.2837 2.8548 0.0 -0.6 0.0
C 4.3182 -2.3936 1.5802 -1.4 0.6 1.0
H 5.2242 -1.8953 -0.3878 -0.3 0.0 0.1
H 7.3248 -1.3076 1.1229 0.0 -0.2 -0.2
H 6.7499 -1.8248 3.6852 -0.2 0.0 -0.1
H 4.2693 -2.5414 3.6689 0.1 0.0 -0.1
H 3.2645 -2.6288 1.5528 0.0 -0.1 -0.6
C 4.8904 0.8273 -2.1738 -1.4 -0.8 -1.7
C 5.0129 1.9045 -1.3107 0.9 1.1 0.3
C 5.3243 2.9611 -2.1086 0.6 1.8 -1.0
N 5.3152 2.6130 -3.4454 -0.4 0.2 1.9
C 4.9519 1.3048 -3.5008 0.7 -1.1 0.4
H 4.5392 -0.1375 -1.8389 0.2 -0.2 -0.4
H 4.9976 1.9523 -0.2319 -0.1 -0.2 -0.1
H 5.6353 3.9827 -1.9478 -0.2 0.0 0.7
H 5.4953 3.3195 -4.1442 -0.2 -0.7 -0.2
H 4.9346 0.8044 -4.4578 -0.2 -0.2 0.2
C -3.9295 2.7763 -3.5819 0.8 -0.9 4.9
C -3.9921 2.5033 -4.8891 -1.0 -0.5 -3.0
C -3.5152 1.2298 -5.0999 0.3 -0.1 -0.6
N -3.0981 0.7313 -3.8888 -0.3 -0.3 -2.0
C -3.3797 1.6359 -2.9467 0.1 1.3 0.8
H -4.2947 3.6252 -3.0229 0.1 0.1 -0.3
H -4.5352 3.1479 -5.5643 0.4 -0.2 -0.4
H -3.4411 0.6669 -6.0186 0.0 0.0 0.2
H -2.5205 -0.0940 -3.8169 -0.3 0.1 0.3
H -3.1433 1.3423 -1.9346 -0.2 0.6 0.2
C 0.2608 0.5737 -5.3683 -2.5 0.0 -1.5
C 1.2352 1.5082 -5.5751 3.5 0.9 0.2
C 1.2389 2.0289 -6.8750 -0.7 -0.4 0.9
N 0.1167 1.4903 -7.4474 -0.4 -0.6 1.0
C -0.4868 0.6624 -6.5241 -0.9 -0.6 -1.3
H 0.0269 0.0098 -4.4774 0.2 0.1 -0.1
H 1.9727 1.5756 -4.7890 0.5 0.8 -0.3
H 1.8248 2.7340 -7.4460 0.2 -0.1 0.5
H -0.2396 1.6177 -8.3838 0.2 0.2 0.3
H -1.4467 0.2689 -6.8240 0.2 -0.4 0.2
C -3.2772 1.7644 3.7663 1.6 -0.6 -0.8
C -4.3281 2.6067 4.0188 -1.8 1.5 0.4
C -4.7745 3.1469 2.8179 -0.1 -0.7 -0.1
N -4.0050 2.6038 1.8168 0.7 0.6 1.8
C -2.9903 1.8738 2.4294 -0.7 -0.7 -2.0
H -2.8105 1.1247 4.5007 0.4 0.2 -0.1
H -4.5996 2.8448 5.0367 -0.6 0.1 -0.2
H -5.5984 3.7730 2.5090 0.0 0.1 0.5
H -4.1845 2.8096 0.8444 0.5 -0.3 0.2
H -2.2422 1.4546 1.7730 0.0 -0.3 0.3
```
Forces are in eV/Å.

Computed properties:
Kohn-Sham gap ... 7.5 eV
Maximum force ... 5.02 eV/A
Spin multiplicity ... 1
SMILES ... O=S1(=O)CCCC1.O=S1(=O)CCCC1.O=S1(=O)CCCC1.O=S1(=O)CCCC1.c1cc[nH]c1.c1cc[nH]c1.c1cc[nH]c1.c1cc[nH]c1.c1cc[nH]c1.c1cc[nH]c1.c1cc[nH]c1
ΔE to the lowest compared entry with this formula, charge and spin ... 63.3 kcal per mole